# 1
The following is a DFT calculation (ωB97M-V/def2-TZVPD) of a cluster of 13 separate species, C24H73N19O13 in total in a non-equilibrium geometry.

```
129
Properties=species:S:1:pos:R:3
C -18.3252 -6.1109 8.7041
C -17.5800 -7.2113 7.9394
C -16.1008 -7.3030 8.2234
C -15.7643 -7.9302 9.5737
C -16.4552 -9.2691 9.8045
C -17.9434 -9.3224 9.3772
N -18.1670 -8.5274 8.1703
O -19.4089 -8.7485 7.5714
C -18.2864 -10.7737 9.0861
C -18.7650 -8.7810 10.5618
C -17.7328 -6.9015 6.4504
H -17.9714 -5.1155 8.4127
H -18.1404 -6.1534 9.7780
H -19.3766 -6.1257 8.4161
H -15.5364 -7.8414 7.4604
H -15.7115 -6.2789 8.2791
H -15.9960 -7.2393 10.3914
H -14.6883 -8.0540 9.7591
H -16.5041 -9.3857 10.8928
H -15.9308 -10.1592 9.4553
H -19.3226 -11.0150 8.8520
H -17.6208 -11.2197 8.3485
H -18.1389 -11.3108 10.0332
H -18.2440 -7.9448 11.0336
H -19.7705 -8.4411 10.2886
H -18.9381 -9.4872 11.3794
H -17.3873 -7.7037 5.7974
H -17.2241 -5.9792 6.1559
H -18.7751 -6.7342 6.1675
H -20.0598 -8.3007 8.1389
C -15.5805 -8.9601 13.4667
O -16.6825 -8.9635 14.0219
N -14.7572 -10.0534 13.4557
N -15.0232 -7.8476 12.9264
H -13.8648 -9.9993 12.9898
H -14.9821 -10.8087 14.0740
H -15.6114 -7.0404 12.7734
H -14.0887 -7.9053 12.5637
C -12.3801 -5.3588 16.4581
O -11.4670 -4.5694 16.1968
N -13.5334 -5.5049 15.7600
N -12.3264 -6.0827 17.6173
H -13.7938 -4.8381 15.0460
H -14.1702 -6.2461 15.9838
H -11.4682 -6.0498 18.1355
H -13.0371 -6.7129 17.9363
C -17.1258 -5.1834 13.8972
O -16.8087 -5.4828 12.7329
N -17.5056 -3.9465 14.2937
N -17.0786 -6.1307 14.8761
H -17.5614 -3.2065 13.6037
H -17.7138 -3.7774 15.2581
H -16.9765 -7.1065 14.6101
H -17.3710 -5.8816 15.8023
C -12.6043 -3.0579 7.9600
O -13.4525 -3.7167 8.5788
N -12.5361 -1.6955 8.0046
N -11.6457 -3.6263 7.1740
H -13.2933 -1.2331 8.4741
H -11.8241 -1.1873 7.5186
H -11.0434 -2.9894 6.6858
H -11.6016 -4.5960 6.9017
C -11.1952 -0.2718 12.4126
O -10.9426 -1.4307 12.7092
N -12.4767 0.1993 12.3214
N -10.2264 0.6713 12.2326
H -12.7047 1.1704 12.2279
H -13.2301 -0.4663 12.3436
H -10.5091 1.5923 11.9544
H -9.2628 0.4093 12.1722
C -14.4471 -0.6897 14.9457
O -14.9333 0.3691 15.3223
N -13.2253 -1.1582 15.3656
N -15.0117 -1.4760 13.9735
H -12.9568 -2.0656 15.0205
H -12.7293 -0.7289 16.1197
H -15.9362 -1.2179 13.6815
H -14.6294 -2.4067 13.7962
C -12.6256 -6.9490 6.4596
O -12.2755 -6.1288 5.6177
N -12.7926 -8.2842 6.1654
N -12.9150 -6.6004 7.7444
H -12.4356 -8.5100 5.2545
H -12.9063 -8.9490 6.9056
H -12.8937 -5.6397 8.0613
H -13.3033 -7.2998 8.3514
C -13.7832 -4.0192 12.0567
O -13.9097 -3.9252 13.2862
N -14.7086 -4.4961 11.2057
N -12.7358 -3.4503 11.4209
H -15.5987 -4.8577 11.5374
H -14.4856 -4.5900 10.2239
H -12.6427 -3.4690 10.4190
H -12.1073 -2.8574 11.9530
C -9.3970 -5.0264 13.3953
O -8.8189 -5.3398 12.3560
N -8.7704 -5.1375 14.6213
N -10.6337 -4.4743 13.4890
H -7.8185 -5.4498 14.6265
H -9.3251 -5.2202 15.4573
H -11.2198 -4.4938 12.6755
H -10.9788 -4.2677 14.4250
C -15.8671 -1.2864 10.6173
C -17.0986 -2.0404 11.0699
O -17.4449 -1.6926 12.4180
H -15.4736 -1.6394 9.6600
H -15.0705 -1.4882 11.3361
H -16.1090 -0.2278 10.5048
H -16.9342 -3.1113 11.0118
H -18.0001 -1.8401 10.4826
H -17.7809 -0.7925 12.4325
C -9.4478 -2.8388 9.7176
C -8.1276 -2.7854 10.4491
O -7.2159 -1.7656 10.0468
H -9.9808 -1.8875 9.6336
H -10.1180 -3.5813 10.1541
H -9.3011 -3.1965 8.6913
H -7.6502 -3.7597 10.3450
H -8.3479 -2.6589 11.5140
H -7.1475 -1.1138 10.7442
C -11.8834 -7.3023 10.7664
C -11.1632 -8.1109 11.8231
O -11.9493 -9.2439 12.2444
H -12.9291 -7.1804 11.0745
H -11.8819 -7.7301 9.7657
H -11.4763 -6.2930 10.7215
H -10.8648 -7.4700 12.6537
H -10.2597 -8.5236 11.3641
H -11.3744 -9.7899 12.7879
```

Summary:
Net charge   0
Highest occupied orbital energy   -7.92 eV
Lowest unoccupied orbital energy   0.32 eV

Löwdin atomic charge list, values in e, 4 entries:
1 C -0.018
2 C -0.521
3 C -0.138
4 C -0.175

=====

# 2
The following is a DFT calculation (ωB97M-V/def2-TZVPD) of a structure of composition C54H41IrN4P2SbSe4.

```
107
Properties=species:S:1:pos:R:3
Ir -1.6263 -1.3286 0.6979
C -4.4169 -0.8831 3.9537
C -3.8890 -1.0017 2.6485
N -2.6170 -1.2554 2.4556
C -1.7666 -1.4501 3.5222
C -2.2034 -1.2619 4.8335
C -3.5832 -0.9886 5.0259
C -1.2559 -1.3156 5.8891
C 0.0601 -1.5323 5.5930
C 0.5026 -1.7820 4.2753
C -0.3951 -1.8083 3.2230
N -0.1892 -2.0957 1.9006
C 0.8626 -2.6940 1.2349
C 1.9213 -3.4004 1.8123
C 2.7757 -4.1663 1.0150
C 2.5396 -4.3283 -0.3304
C 1.4585 -3.6566 -0.9370
C 0.9890 -3.9921 -2.2465
C -0.2225 -3.4745 -2.6933
C -0.8483 -2.4620 -2.0244
N -0.2542 -1.8745 -0.8485
C 0.7268 -2.7443 -0.1761
H -5.4735 -0.6875 4.0708
H -4.5037 -0.8793 1.7603
H -3.9594 -0.8713 6.0360
H -1.5844 -1.1486 6.9076
H 0.7940 -1.5267 6.3910
H 1.5572 -1.9241 4.0935
H 2.0352 -3.4252 2.8843
H 3.5922 -4.7021 1.4859
H 3.1303 -5.0172 -0.9226
H 1.5343 -4.7218 -2.8310
H -0.6816 -3.8262 -3.6086
H -1.7066 -1.9324 -2.4116
C -2.7921 5.1503 4.2862
C -3.5667 4.0090 4.1114
C -3.0473 2.9137 3.4417
C -1.7490 2.9302 2.9254
C -0.9876 4.0828 3.0989
C -1.5045 5.1838 3.7735
P -1.1845 1.3800 2.0841
C 0.6055 1.7624 1.9858
C 1.3181 2.0463 0.8288
C 2.6846 2.2968 0.8760
C 3.3616 2.2476 2.0846
C 2.6644 1.9373 3.2483
C 1.3024 1.6861 3.1959
C -2.0223 1.5477 0.4666
C -2.4399 2.7889 -0.0228
C -3.2623 2.8611 -1.1337
C -3.6717 1.6855 -1.7530
C -3.2586 0.4518 -1.2790
C -2.4389 0.3326 -0.1495
H -3.1904 6.0050 4.8198
H -4.5778 3.9732 4.4988
H -3.6545 2.0241 3.3102
H 0.0181 4.1296 2.6993
H -0.8980 6.0750 3.8878
H 0.8006 2.0608 -0.1182
H 3.2194 2.5193 -0.0409
H 4.4289 2.4329 2.1199
H 3.1854 1.8792 4.1971
H 0.7651 1.4202 4.1009
H -2.1229 3.6997 0.4755
H -3.6043 3.8238 -1.4984
H -4.3403 1.7185 -2.6049
H -3.6143 -0.4353 -1.7807
N 0.3194 -0.5819 -1.2454
P 1.4225 -0.3375 -2.3619
C 1.4174 -1.2173 -3.9526
C 2.3976 -2.1234 -4.3377
C 2.2774 -2.8060 -5.5417
C 1.1712 -2.5977 -6.3511
C 0.1871 -1.6921 -5.9706
C 0.3134 -1.0006 -4.7793
C 3.1411 -0.4460 -1.7513
C 4.2694 -0.1705 -2.5282
C 5.5286 -0.1472 -1.9539
C 5.6813 -0.4292 -0.5995
C 4.5715 -0.7243 0.1727
C 3.3038 -0.7050 -0.3959
C 1.1375 1.3679 -2.9119
C 1.9674 1.9453 -3.8734
C 1.8061 3.2733 -4.2282
C 0.8159 4.0379 -3.6205
C -0.0414 3.4553 -2.7018
C 0.1113 2.1187 -2.3512
H 3.2447 -2.3122 -3.6907
H 3.0414 -3.5146 -5.8381
H 1.0599 -3.1600 -7.2701
H -0.6824 -1.5338 -6.5947
H -0.4592 -0.3044 -4.4714
H 4.1692 0.0158 -3.5895
H 6.3950 0.0817 -2.5624
H 6.6678 -0.4124 -0.1518
H 4.6784 -0.9664 1.2224
H 2.4305 -0.8899 0.2156
H 2.7181 1.3497 -4.3772
H 2.4421 3.7075 -4.9900
H 0.7036 5.0829 -3.8832
H -0.8471 4.0238 -2.2570
H -0.5869 1.6412 -1.6726
Se -4.5765 -2.2495 -3.8760
Sb -5.4855 -2.4686 -1.6170
Se -3.2490 -2.8504 -0.2495
Se -6.4695 -0.4334 -0.6982
Se -6.7218 -4.4880 -1.1805
```

Summary:
Net charge   -2
Relative energy (zero: lowest compared OMol25 entry of this formula, charge and spin)   1.313 eV
Highest occupied orbital energy (alpha / beta)   -1.20 / -1.19 eV
Multiplicity   2
Lowest unoccupied orbital energy (alpha / beta)   3.47 / 3.27 eV

Löwdin atomic charge list, values in e, 4 entries:
1 Ir 0.950
2 C -0.035
3 C -0.114
4 N -0.127

=====

# 3
The following is a DFT calculation (ωB97M-V/def2-TZVPD) of a structure of composition C17H13HgN4O2Se4 in a non-equilibrium geometry.

```
41
Properties=species:S:1:pos:R:3
Hg 0.9281 -1.7310 -0.5573
Se 1.9317 -3.1688 1.2623
Se 2.7871 -5.0674 0.2138
Se 1.0282 -5.9743 -1.0800
Se 0.1208 -4.2630 -2.2875
C -2.8230 0.0562 -4.9247
C -2.1152 -1.0615 -4.5042
C -1.3627 -1.0176 -3.3541
C -1.2980 0.1482 -2.5738
C -2.0166 1.2770 -3.0153
C -2.7588 1.2221 -4.1739
N -0.5603 0.1354 -1.4297
N -0.4906 1.2914 -0.7865
C 0.2585 1.3966 0.2745
C 0.3690 2.6555 0.9702
C 1.4021 2.9085 1.7963
C 2.6192 2.0285 1.8442
C 2.4604 0.5442 2.2795
N 0.9561 0.3206 0.7865
H -3.4245 0.0212 -5.8245
H -2.1554 -1.9800 -5.0754
H -0.8063 -1.8902 -3.0337
H -1.9751 2.1800 -2.4235
H -3.3052 2.1007 -4.5010
H -0.4281 3.3752 0.8298
H 1.4350 3.8213 2.3807
H 3.4553 2.5460 2.3344
H 3.1782 0.1602 3.0028
O 2.9793 1.6673 0.5038
C 2.5114 0.3116 0.7294
O 2.9940 -0.6142 0.0212
C 1.0039 0.1256 2.3305
C 0.0830 0.9086 3.1867
C -1.1809 0.4590 3.3872
C -1.5241 -0.8453 2.9911
C -0.4630 -1.6719 2.6539
N 0.7743 -1.2753 2.4779
H 0.4407 1.8165 3.6500
H -1.8941 1.0635 3.9386
H -2.5262 -1.2322 3.1051
H -0.6084 -2.7480 2.5944
```

Summary:
Net charge   -2
Highest occupied orbital energy (alpha / beta)   -0.44 / -0.43 eV
Multiplicity   2
Lowest unoccupied orbital energy (alpha / beta)   4.21 / 2.72 eV

Löwdin atomic charge list, values in e, 4 entries:
1 Hg 0.858
2 Se 0.164
3 Se -0.124
4 Se -0.138

=====

# 4
The following is a DFT calculation (ωB97M-V/def2-TZVPD) of the molecule C25H35N3O3.

```
66
Properties=species:S:1:pos:R:3
C 0.6669 3.3066 1.9558
C 0.2054 3.4692 0.5126
C -0.5074 2.2260 -0.0305
N 0.4006 1.0850 -0.1074
C 0.0813 -0.0024 0.7950
C 1.2899 -0.9256 0.9615
O 1.1929 -2.1349 1.0015
N 2.4303 -0.2069 1.0584
C 3.7533 -0.6325 1.1658
C 4.1198 -1.9488 1.3945
C 5.4594 -2.2876 1.4986
C 6.4316 -1.3150 1.3773
C 6.0788 0.0080 1.1476
C 4.7454 0.3603 1.0389
O 4.2776 1.6307 0.8084
C 5.2103 2.6749 0.6788
C 0.7195 0.6243 -1.4627
C 1.5095 1.6854 -2.2219
C -0.5528 0.2415 -2.2310
O -1.2157 1.0494 -2.8541
N -0.9005 -1.0552 -2.1023
C -2.1139 -1.6186 -2.6629
C -1.7751 -2.8926 -3.4307
C -3.1367 -1.8912 -1.5529
C -3.6594 -0.5968 -0.9191
C -4.5853 -0.9067 0.2211
C -4.0880 -1.1078 1.5026
C -4.9355 -1.4306 2.5473
C -6.2953 -1.5596 2.3232
C -6.8013 -1.3643 1.0496
C -5.9510 -1.0418 0.0071
H 1.4048 2.5126 2.0383
H -0.1752 3.0685 2.6030
H 1.1195 4.2289 2.3138
H 1.0663 3.6903 -0.1188
H -0.4862 4.3115 0.4464
H -1.3564 1.9886 0.6201
H -0.9149 2.4526 -1.0185
H -0.7827 -0.6112 0.4839
H -0.1439 0.4191 1.7791
H 2.3216 0.7898 0.8932
H 3.3498 -2.6966 1.4854
H 5.7373 -3.3148 1.6763
H 7.4762 -1.5744 1.4593
H 6.8543 0.7517 1.0541
H 5.8766 2.5147 -0.1747
H 4.6207 3.5753 0.5117
H 5.8061 2.7968 1.5886
H 1.3467 -0.2681 -1.3541
H 1.8905 1.2622 -3.1481
H 0.8710 2.5278 -2.4714
H 2.3453 2.0270 -1.6169
H -0.3226 -1.6828 -1.5633
H -2.5087 -0.8586 -3.3457
H -2.6637 -3.2878 -3.9149
H -1.0275 -2.6865 -4.1930
H -1.3841 -3.6492 -2.7529
H -3.9762 -2.4491 -1.9708
H -2.6729 -2.5143 -0.7832
H -4.1789 -0.0119 -1.6801
H -2.8165 -0.0019 -0.5624
H -3.0269 -1.0093 1.6858
H -4.5336 -1.5815 3.5388
H -6.9582 -1.8104 3.1383
H -7.8618 -1.4633 0.8680
H -6.3505 -0.8879 -0.9854
```

Summary:
Net charge   0
Relative energy (zero: lowest compared OMol25 entry of this formula, charge and spin)   0.000 eV
Highest occupied orbital energy   -8.24 eV
SMILES   CCCN(CC(=O)Nc1ccccc1OC)[C@H](C)C(=O)N[C@@H](C)CCc1ccccc1
Lowest unoccupied orbital energy   0.67 eV

Löwdin atomic charge list, values in e, 4 entries:
1 C -0.102
2 C -0.226
3 C -0.187
4 N -0.128

=====

# 5
The following is a DFT calculation (ωB97M-V/def2-TZVPD) of a structure of composition C15H38LiNO5 in a non-equilibrium geometry.

```
60
Properties=species:S:1:pos:R:3
Li -0.4919 -0.5589 0.8912
C -0.3552 -2.8647 -2.4862
C 0.8200 -2.0804 -1.7679
C 1.6790 -1.3963 -2.9002
O 0.4884 -1.0921 -0.8457
H -0.0139 -3.7009 -3.0965
H -0.9198 -2.1426 -3.0761
H -1.1007 -3.2748 -1.8050
H 1.5081 -2.7788 -1.2915
H 2.2703 -2.1407 -3.4335
H 2.3568 -0.6031 -2.5847
H 1.0363 -0.8748 -3.6094
C -2.1915 2.8970 -2.1630
O -2.9005 2.2079 -1.1521
C -2.7082 0.8144 -1.0282
C -3.2857 0.2106 0.3247
N -2.2902 0.3828 1.4099
C -2.9277 -0.3949 2.4963
C -2.4608 -1.8985 2.4101
O -1.1046 -2.1049 1.9133
C -0.6815 -3.4354 1.6977
H -1.1829 2.4838 -2.1625
H -1.9487 3.9404 -1.9620
H -2.6437 2.8494 -3.1537
H -1.6562 0.5540 -1.1450
H -3.2653 0.2942 -1.8074
H -3.5567 -0.8409 0.2302
H -4.2039 0.7628 0.5250
H -2.4585 1.3524 1.6374
H -4.0157 -0.3405 2.5352
H -2.5272 -0.0055 3.4323
H -3.1908 -2.5279 1.9012
H -2.4702 -2.1806 3.4629
H -1.3638 -3.8305 0.9450
H -0.7966 -4.0678 2.5780
H 0.2657 -3.6866 1.2204
C 0.6792 0.2024 3.8280
C 1.5586 0.9284 2.8150
C 2.8138 0.2551 2.5086
O 0.7589 0.8901 1.7414
H 1.2570 0.3909 4.7329
H 0.6516 -0.8550 3.5648
H -0.2940 0.6716 3.9723
H 1.6981 1.9873 3.0331
H 2.6907 -0.8111 2.3188
H 3.3769 0.4488 3.4216
H 3.4123 0.8175 1.7920
H 1.2057 1.2134 0.9556
C 3.3510 1.7342 -1.1421
C 2.0823 2.4204 -1.6266
C 1.8933 2.2345 -3.1791
O 1.0473 1.9093 -0.8117
H 4.2873 2.2395 -1.3791
H 3.5005 0.7035 -1.4636
H 3.3745 1.7177 -0.0525
H 2.2314 3.4933 -1.5049
H 2.8898 1.9305 -3.4994
H 1.6051 3.1660 -3.6664
H 1.2583 1.4149 -3.5155
H 0.9578 0.9690 -0.9833
```

Summary:
Net charge   -1
Highest occupied orbital energy (alpha / beta)   0.50 / -5.18 eV
Multiplicity   2
Lowest unoccupied orbital energy (alpha / beta)   2.42 / 2.64 eV

Löwdin atomic charge list, values in e, 4 entries:
1 Li 0.070
2 C -0.071
3 C -0.582
4 C -0.083

=====

# 6
The following is a DFT calculation (ωB97M-V/def2-TZVPD) of a structure of composition C5H8 in a non-equilibrium geometry.

```
13
Properties=species:S:1:pos:R:3
C 1.5663 -0.2334 -0.3517
C 0.6081 0.5282 0.5086
C -0.5778 1.1243 -0.2460
C -1.1486 -0.3137 -0.3825
C 0.0870 -0.8564 0.3569
H 0.9070 -1.1568 -0.7356
H 2.3524 -0.6390 0.3029
H 0.9223 0.8635 1.4909
H -0.3081 1.6122 -1.1848
H -1.1969 1.7928 0.3567
H -2.0353 -0.4657 0.2415
H -1.3710 -0.6711 -1.3935
H 0.1062 -1.6408 1.0985
```

Summary:
Net charge   0
Relative energy (zero: lowest compared OMol25 entry of this formula, charge and spin)   3.872 eV
Highest occupied orbital energy   -8.12 eV
Lowest unoccupied orbital energy   1.18 eV

Löwdin atomic charge list, values in e, 4 entries:
1 C -0.007
2 C -0.341
3 C -0.137
4 C -0.138

=====

# 7
The following is a DFT calculation (ωB97M-V/def2-TZVPD) of the molecule C4H13N3 in a non-equilibrium geometry.

```
20
Properties=species:S:1:pos:R:3
C 1.2352 -0.1821 -1.1353
C 0.6336 0.2260 0.4924
C 0.9059 -0.9857 1.3680
N 1.3421 1.3727 0.9598
N -0.7680 0.4779 0.3807
C -1.5436 -0.5090 -0.3875
N -2.6293 0.0514 -1.1332
H 1.1032 0.7220 -1.7266
H 2.3056 -0.2790 -0.9539
H 1.0198 -1.0993 -1.6778
H 0.4606 -0.8444 2.3523
H 0.4805 -1.8829 0.9276
H 1.9790 -1.1074 1.4877
H 1.4197 1.4295 1.9735
H 1.2207 2.1839 0.3682
H -0.9203 1.3953 -0.0320
H -1.9302 -1.2563 0.3093
H -0.7144 -0.9136 -1.1334
H -3.2926 0.5525 -0.5550
H -2.3075 0.6486 -1.8847
```

Summary:
Net charge   0
Relative energy (zero: lowest compared OMol25 entry of this formula, charge and spin)   1.395 eV
Highest occupied orbital energy   -8.45 eV
SMILES   CC(C)(N)NCN
Lowest unoccupied orbital energy   1.04 eV

Löwdin atomic charge list, values in e, 4 entries:
1 C -0.037
2 C -0.625
3 C -0.050
4 N 0.071